{
  "formula": "C26H59BNO16P3",
  "method": "the ωB97M-V functional and the def2-TZVPD basis",
  "elements": ["P", "P", "P", "O", "O", "O", "O", "O", "O", "O", "O", "O", "O", "O", "O", "O", "O", "O", "O", "N", "C", "C", "C", "C", "C", "C", "C", "C", "C", "C", "C", "C", "C", "C", "C", "C", "C", "C", "C", "C", "C", "C", "C", "C", "C", "C", "B", "H", "H", "H", "H", "H", "H", "H", "H", "H", "H", "H", "H", "H", "H", "H", "H", "H", "H", "H", "H", "H", "H", "H", "H", "H", "H", "H", "H", "H", "H", "H", "H", "H", "H", "H", "H", "H", "H", "H", "H", "H", "H", "H", "H", "H", "H", "H", "H", "H", "H", "H", "H", "H", "H", "H", "H", "H", "H", "H"],
  "coordinates": [[-9.761250, -1.527930, 1.802705], [8.524103, -1.392953, -5.801223], [3.198340, -0.515073, 0.870936], [9.628239, -2.618320, -5.656410], [-3.830773, 6.588774, 2.803709], [-10.128301, -2.263391, 3.236548], [-0.281029, 2.583591, 1.641950], [8.241041, -1.244606, -4.319369], [9.534784, -0.088302, -5.900578], [-3.954148, 4.593609, 3.895936], [2.621764, -0.300981, 2.248445], [4.257066, -1.735018, 1.204677], [8.561083, -1.540042, -7.465199], [-11.303714, -1.841131, 1.256333], [-8.266882, -1.493084, 2.002640], [4.205696, 0.792712, 0.880661], [-10.119399, 0.046160, 2.133145], [3.420438, -0.670193, -0.772000], [-6.377124, 3.639922, 1.398409], [-4.222928, 3.344139, 2.033485], [3.284414, -3.663301, 0.060482], [-3.367388, 5.566215, 3.058991], [-2.001529, 4.983155, 2.515535], [8.506205, -4.524673, -6.697287], [-12.767570, -0.836196, 3.015868], [9.423475, 1.004757, -4.987037], [-3.830397, 2.228453, 1.142183], [-8.469097, -2.215977, 5.003123], [4.585617, -0.209035, -1.472974], [9.146265, -3.944651, -5.447224], [-9.840099, 1.029101, 1.134064], [-0.620712, 1.169871, 3.744514], [-6.305072, 2.653979, 3.522375], [-1.969585, 3.618672, 3.278569], [3.958089, 1.910075, 1.737510], [-10.806143, 0.942847, -0.034690], [-5.659159, 3.251141, 2.254851], [11.002461, -1.667992, -7.999013], [4.761174, 1.791743, 3.019632], [9.639115, -1.077201, -8.290349], [5.906433, -0.796346, -1.026372], [-12.439965, -2.007469, 2.114252], [-9.158619, -3.044934, 3.935357], [-3.497458, 3.344812, 3.297210], [3.739725, -3.053861, 1.375454], [10.402599, 0.846968, -3.838582], [-0.948655, 2.464754, 2.882261], [-9.150790, -2.022211, 5.833262], [-8.805973, 0.927532, 0.792323], [9.672011, 0.012218, -8.278628], [10.966390, -2.757767, -7.994808], [10.007175, -4.551576, -5.163906], [-13.714718, -1.017087, 3.528581], [4.616071, 0.880448, -1.462921], [5.820081, 1.968969, 2.822932], [7.583688, -3.994524, -6.948454], [8.398957, 1.112362, -4.633304], [11.387647, -1.345417, -7.032547], [-3.727388, 2.562929, 4.052820], [10.178685, 1.555253, -3.038109], [4.420615, 2.519962, 3.758953], [2.892522, 2.019083, 1.935772], [8.441507, -3.955801, -4.610178], [6.178753, -0.469163, -0.023324], [-13.286489, -2.163828, 1.440513], [-10.663795, 0.014371, -0.594322], [-12.005874, -0.685665, 3.780033], [-2.807795, 2.455924, 0.769348], [-1.431731, 0.893905, 4.448910], [3.013351, -4.711872, 0.196609], [-12.851553, 0.088688, 2.444278], [-9.691075, -3.874160, 4.408336], [9.173995, -4.433955, -7.554324], [4.268961, 2.807465, 1.196712], [4.545585, -3.656284, 1.796329], [4.424403, -0.493516, -2.516053], [2.920593, -3.040561, 2.100931], [-1.699530, 3.852261, 4.336726], [9.359265, -1.357845, -9.309203], [10.386722, -0.161253, -3.423157], [2.412360, -3.136159, -0.335677], [-9.936298, 2.004117, 1.612566], [8.261912, -5.578310, -6.550098], [0.301631, 1.362092, 4.339185], [-6.206081, 1.548189, 3.443848], [-8.155419, -1.242114, 4.625133], [-0.379768, 0.301156, 3.097171], [-1.187617, 5.571829, 2.981828], [-0.353530, 1.733437, 1.182629], [-10.654358, 1.778272, -0.720206], [11.715916, -1.345139, -8.760366], [-5.839081, 2.998627, 4.465522], [9.660324, 1.915970, -5.542218], [4.070815, -3.597053, -0.691817], [-11.839655, 0.954770, 0.312885], [5.870243, -1.886289, -1.021128], [6.707102, -0.482016, -1.699392], [4.689287, 0.795030, 3.456664], [-1.901741, 4.864700, 1.427457], [-7.591061, -2.736568, 5.391482], [-7.368119, 2.950984, 3.535193], [-12.339580, -2.929322, 2.687099], [-3.884881, 1.222053, 1.606078], [11.423138, 1.025438, -4.182073], [-8.444197, -3.487375, 3.242803], [-4.472737, 2.292004, 0.241798]],
  "forces_ev_per_angstrom": [[-2.28, 2.20, 7.32], [8.58, 1.17, 0.73], [7.85, 1.63, 1.54], [-0.78, -0.30, -0.11], [-1.56, 3.05, -0.16], [-0.10, -0.37, -0.73], [-1.23, -0.13, 0.46], [-4.00, -0.63, -1.62], [-0.93, 0.13, -0.55], [0.10, 0.47, -0.76], [-3.35, -0.95, -2.24], [-0.86, -0.02, -0.23], [-3.15, -0.46, 1.40], [2.53, -0.33, -2.27], [-0.41, -1.20, -3.84], [-0.71, -0.04, -0.49], [0.20, -0.44, -0.70], [-3.21, -0.63, 1.23], [-0.80, 0.31, -1.51], [0.08, -2.12, 0.87], [-0.13, 0.06, -0.05], [2.28, -3.55, -0.28], [0.22, -0.61, 2.00], [-0.14, 0.05, -0.01], [0.38, 0.24, 0.12], [0.25, 0.09, 0.30], [0.46, 0.73, -1.02], [0.00, 0.11, 0.17], [0.63, 0.58, -0.72], [0.03, -0.24, -0.06], [-0.05, 0.29, -0.20], [-0.32, 0.04, 0.11], [0.65, -0.03, 0.18], [0.26, 0.17, -0.64], [0.17, 0.10, 0.34], [0.03, -0.14, -0.09], [0.00, 0.26, 1.35], [0.05, -0.12, 0.45], [0.18, -0.03, 0.09], [0.46, 0.59, -0.72], [0.04, -0.12, 0.49], [-0.81, -0.47, 0.43], [0.20, 0.11, 0.31], [0.35, 0.73, 1.95], [0.00, -0.30, -0.04], [0.19, -0.04, 0.07], [0.32, -0.31, -1.22], [0.00, -0.06, 0.01], [0.01, 0.03, 0.06], [0.00, -0.06, 0.21], [0.02, 0.04, -0.07], [0.06, 0.15, 0.04], [-0.03, -0.13, -0.15], [-0.05, -0.06, 0.22], [-0.02, 0.05, -0.01], [0.00, -0.06, -0.02], [0.04, -0.15, 0.07], [-0.06, -0.02, -0.03], [-0.21, 0.16, -0.73], [0.02, 0.01, -0.05], [0.03, 0.01, -0.04], [0.02, -0.13, 0.06], [0.05, 0.00, 0.03], [-0.08, -0.02, -0.03], [0.27, 0.06, -0.27], [-0.02, 0.05, -0.03], [-0.01, -0.02, -0.07], [-0.49, -0.41, 0.39], [0.49, 0.08, -0.28], [0.01, 0.03, 0.04], [-0.06, -0.05, 0.01], [-0.16, 0.10, -0.09], [0.01, -0.03, 0.04], [0.04, -0.14, -0.15], [0.05, 0.16, 0.04], [-0.33, -0.17, 0.15], [0.05, 0.01, 0.03], [-0.55, -0.22, -0.47], [-0.31, -0.16, 0.18], [-0.24, 0.04, -0.02], [0.01, -0.06, -0.01], [0.04, -0.11, 0.15], [0.01, 0.03, 0.04], [-0.52, -0.07, -0.30], [-0.17, 0.59, 0.19], [0.07, -0.14, -0.19], [-0.11, 0.41, 0.37], [-0.41, 0.18, -0.87], [0.77, 0.14, 0.22], [0.04, -0.01, 0.05], [-0.18, 0.04, -0.12], [-0.18, -0.25, -0.58], [0.02, -0.14, -0.15], [0.01, -0.03, 0.05], [0.03, 0.05, 0.01], [0.02, 0.03, -0.07], [-0.19, 0.02, -0.18], [-0.23, 0.03, -0.06], [-0.25, 0.42, 0.47], [-0.05, -0.01, 0.01], [0.59, -0.28, -0.19], [0.19, 0.11, 0.03], [0.02, 0.45, -0.17], [-0.02, 0.06, -0.01], [0.04, 0.16, -0.02], [0.22, -0.27, 0.61]],
  "homo_ha": -0.3555,
  "smiles": "CB(O)[C@H]1CC(=O)O[C@H]1N(C)C(C)=O.CCOP(=O)(OCC)OCC.CCOP(=O)(OCC)OCC.CCOP(=O)(OCC)OCC",
  "homo_lumo_gap_ev": 8.282,
  "e_lumo_ev": -1.391
}

---

{
  "formula": "C3H9NO2",
  "method": "the ωB97M-V functional and the def2-TZVPD basis",
  "elements": ["O", "O", "N", "C", "C", "C", "H", "H", "H", "H", "H", "H", "H", "H", "H"],
  "coordinates": [[-0.536997, -2.568279, -1.091351], [0.466870, 2.293122, 0.235765], [2.205433, 1.132945, 1.140294], [-1.535113, -0.599200, -0.068334], [0.942134, 1.681066, 1.149463], [-1.498513, -1.549172, -1.281407], [0.480954, 1.614591, 2.149204], [-0.758920, 0.126996, -0.318351], [2.531947, 0.574794, 1.901899], [2.741664, 1.274080, 0.291851], [-2.484529, -0.058681, -0.078766], [-1.383751, -1.145216, 0.842883], [-2.489401, -1.980218, -1.411518], [0.376422, -2.287500, -1.142497], [-1.164252, -0.972420, -2.151331]],
  "forces_ev_per_angstrom": [[-0.47, -1.38, 0.20], [-0.36, 0.16, -0.58], [-0.93, 0.52, -0.68], [-0.03, 0.37, -1.89], [1.40, 0.01, 0.98], [0.79, 0.82, 0.62], [-0.28, -0.27, -0.12], [0.04, 0.10, 0.90], [0.19, -0.08, 0.07], [0.03, -0.30, 0.36], [0.05, -0.01, 0.28], [0.10, -0.09, 0.48], [0.29, -0.44, -0.34], [-0.10, 0.58, -0.11], [-0.72, 0.00, -0.16]],
  "relative_energy_ev": 1.304,
  "homo_ha": -0.3696,
  "smiles": "NC=O.CCO",
  "homo_lumo_gap_ev": 10.804,
  "e_lumo_ev": 0.746
}

---

{
  "formula": "C2H8N4",
  "method": "the ωB97M-V functional and the def2-TZVPD basis",
  "elements": ["N", "N", "N", "N", "C", "C", "H", "H", "H", "H", "H", "H", "H", "H"],
  "coordinates": [[1.242601, 0.791434, 0.773274], [-1.760412, 0.706503, 0.851607], [2.452357, -0.650050, -0.559341], [-1.066018, -0.028546, -1.256129], [1.769765, -0.418792, 0.495568], [-1.967854, 0.111887, -0.256822], [-2.620976, 0.743218, 1.386193], [-0.092194, 0.202785, -1.144682], [1.505090, -1.214573, 1.200257], [-1.288884, -0.718174, -1.954035], [1.607689, 1.543837, 0.206150], [0.352983, 0.970517, 1.229394], [2.770248, -1.613219, -0.527052], [-2.904394, -0.426831, -0.444387]],
  "forces_ev_per_angstrom": [[0.46, 1.05, 0.00], [0.10, 0.47, -0.11], [0.22, 0.09, 0.23], [-0.23, -0.26, -0.35], [-0.64, -0.78, -0.12], [-0.16, -0.59, 0.45], [0.10, -0.14, 0.10], [0.01, 0.08, 0.18], [-0.02, 0.18, 0.08], [0.17, 0.13, 0.00], [-0.19, -0.04, -0.04], [0.09, -0.48, -0.01], [0.10, 0.01, -0.14], [0.00, 0.29, -0.26]],
  "relative_energy_ev": 0.200,
  "homo_ha": -0.3330,
  "smiles": "[H]/N=C/N.[H]/N=C/N",
  "homo_lumo_gap_ev": 9.966,
  "e_lumo_ev": 0.904
}